ORCA calculation (wB97M-V/def2-TZVPD) on a 11-piece molecular cluster, C64H144N6O16 overall at a distorted geometry.

Computed properties:
HOMO = -7.862 eV
SMILES = CC1(C)CCCC(C)(C)N1O.CC1(C)CCCC(C)(C)N1O.CC1(C)CCCC(C)(C)N1O.CC1(C)CCCC(C)(C)N1O.CC1(C)CCCC(C)(C)N1O.CC1(C)CCCC(C)(C)N1O.OCCO.OCCO.OCCO.OCCO.OCCO
HOMO-LUMO gap = 8.304 eV
ΔE to the lowest compared entry with this formula, charge and spin = 1.4712 eV
Maximum force = 0.063 hartree/bohr

Positions of all 230 atoms, in Å:
O (15.511, 20.477, 19.039)
O (12.052, 12.247, 15.578)
O (14.373, 9.881, 15.905)
O (13.430, 19.733, 20.659)
O (17.204, 12.817, 14.992)
O (15.066, 19.435, 23.959)
O (13.846, 16.426, 15.381)
O (17.438, 12.477, 30.332)
O (23.958, 15.421, 17.597)
O (20.212, 17.112, 23.365)
O (18.449, 15.504, 14.935)
O (14.783, 18.806, 16.588)
O (17.604, 17.883, 16.057)
O (14.335, 12.075, 13.972)
O (14.002, 16.800, 21.995)
O (13.249, 11.755, 18.383)
N (21.258, 18.010, 23.149)
N (23.118, 14.765, 18.471)
N (14.342, 19.904, 25.041)
N (18.365, 13.393, 29.764)
N (14.597, 16.320, 20.746)
N (17.868, 19.308, 15.958)
C (14.166, 17.735, 17.314)
C (17.574, 14.504, 29.234)
C (23.293, 18.599, 21.966)
C (18.038, 21.397, 14.778)
C (15.162, 17.991, 26.153)
C (13.571, 21.099, 24.731)
C (19.420, 13.746, 30.683)
C (20.337, 18.930, 16.568)
C (12.686, 13.375, 15.030)
C (13.892, 13.921, 21.401)
C (21.908, 14.239, 17.693)
C (16.582, 13.909, 15.563)
C (22.940, 13.297, 20.309)
C (16.495, 17.820, 20.923)
C (16.653, 14.020, 28.048)
C (19.554, 16.094, 29.577)
C (18.507, 15.549, 28.667)
C (19.027, 19.355, 13.740)
C (20.404, 12.485, 30.786)
C (13.430, 13.141, 13.705)
C (13.342, 19.474, 27.313)
C (17.858, 19.875, 14.618)
C (22.336, 13.380, 16.567)
C (19.588, 19.387, 21.833)
C (18.969, 14.169, 32.133)
C (12.873, 17.866, 25.384)
C (17.606, 14.979, 15.975)
C (16.260, 14.422, 19.390)
C (13.996, 15.031, 20.366)
C (12.372, 20.790, 23.777)
C (19.246, 21.855, 15.634)
C (20.623, 19.395, 22.995)
C (22.587, 19.916, 21.568)
C (18.940, 19.562, 16.942)
C (13.890, 18.855, 25.993)
C (14.169, 20.885, 18.696)
C (18.682, 19.092, 18.389)
C (20.967, 13.580, 18.720)
C (16.506, 19.516, 14.002)
C (13.382, 20.940, 20.029)
C (14.349, 10.773, 18.329)
C (13.126, 17.082, 16.431)
C (23.923, 13.818, 19.279)
C (21.717, 20.357, 22.732)
C (21.779, 16.793, 20.901)
C (25.107, 14.527, 20.024)
C (21.727, 12.643, 19.641)
C (12.544, 15.352, 19.914)
C (14.470, 22.087, 24.008)
C (22.292, 17.462, 22.175)
C (16.044, 16.363, 20.977)
C (19.068, 21.104, 17.018)
C (14.774, 14.613, 19.148)
C (14.924, 10.753, 16.870)
C (16.602, 15.107, 30.325)
C (19.936, 19.664, 24.308)
C (20.298, 14.831, 30.075)
C (16.520, 15.804, 22.302)
C (13.241, 21.646, 26.080)
C (24.601, 12.668, 18.549)
C (12.530, 20.731, 27.048)
C (23.107, 16.406, 23.022)
C (16.868, 15.779, 19.809)
C (21.277, 15.457, 17.048)
H (13.949, 23.102, 24.052)
H (12.737, 11.431, 19.147)
H (12.491, 17.015, 26.060)
H (15.986, 13.614, 16.407)
H (23.787, 18.751, 22.932)
H (20.199, 12.954, 18.163)
H (12.070, 12.311, 16.538)
H (17.358, 13.468, 27.418)
H (13.864, 14.092, 13.414)
H (16.700, 14.132, 18.448)
H (15.181, 11.006, 19.030)
H (16.423, 19.885, 12.948)
H (21.969, 11.726, 19.130)
H (13.748, 10.456, 15.400)
H (21.270, 21.313, 22.497)
H (12.084, 14.492, 19.323)
H (15.479, 22.079, 24.484)
H (23.786, 15.745, 22.454)
H (12.381, 17.699, 15.935)
H (18.219, 21.483, 17.560)
H (19.757, 11.709, 31.236)
H (25.296, 13.878, 20.930)
H (15.789, 15.744, 29.835)
H (14.560, 18.830, 23.323)
H (23.323, 20.718, 21.322)
H (22.536, 14.077, 21.011)
H (13.413, 13.768, 15.735)
H (14.161, 17.189, 14.968)
H (22.263, 20.532, 23.633)
H (17.597, 17.855, 20.852)
H (20.709, 12.134, 29.822)
H (19.668, 20.728, 24.378)
H (14.958, 16.994, 17.352)
H (17.629, 11.626, 29.861)
H (25.003, 13.098, 17.629)
H (14.498, 11.567, 13.165)
H (21.798, 15.630, 16.108)
H (21.052, 16.029, 21.200)
H (20.236, 17.854, 16.469)
H (17.577, 16.061, 22.457)
H (13.881, 9.811, 18.531)
H (11.876, 15.549, 20.751)
H (14.568, 21.795, 22.972)
H (18.075, 21.938, 13.787)
H (19.813, 14.676, 32.595)
H (16.564, 12.383, 14.390)
H (21.048, 12.241, 20.392)
H (17.787, 16.370, 28.423)
H (19.489, 19.564, 18.994)
H (12.912, 18.647, 27.902)
H (16.278, 14.859, 27.445)
H (11.985, 14.219, 14.906)
H (19.833, 21.402, 17.736)
H (13.779, 21.730, 20.663)
H (21.542, 13.487, 15.858)
H (12.534, 16.325, 16.955)
H (16.444, 13.710, 20.126)
H (18.825, 15.249, 27.655)
H (14.327, 21.763, 18.033)
H (23.871, 11.842, 18.297)
H (13.251, 14.265, 22.268)
H (19.043, 19.012, 24.419)
H (13.811, 17.866, 18.353)
H (11.908, 21.705, 23.501)
H (19.048, 18.285, 13.609)
H (20.308, 16.724, 29.124)
H (22.479, 15.628, 23.473)
H (11.634, 20.126, 24.198)
H (14.936, 11.759, 16.443)
H (13.323, 17.474, 21.653)
H (19.307, 20.409, 21.653)
H (14.197, 22.057, 26.459)
H (17.122, 15.683, 31.068)
H (20.509, 19.384, 25.141)
H (18.778, 14.736, 14.415)
H (17.939, 15.791, 20.128)
H (12.583, 22.535, 25.867)
H (15.991, 21.285, 19.264)
H (19.304, 23.009, 15.778)
H (26.016, 14.759, 19.497)
H (20.018, 19.608, 14.070)
H (15.320, 17.285, 25.310)
H (20.526, 14.383, 19.270)
H (21.107, 15.019, 30.745)
H (14.283, 19.819, 27.820)
H (21.017, 19.096, 17.420)
H (13.269, 17.411, 24.520)
H (18.657, 18.868, 21.936)
H (12.304, 21.174, 19.871)
H (14.215, 19.279, 20.421)
H (15.951, 10.446, 16.906)
H (17.001, 15.852, 16.364)
H (14.969, 17.366, 27.055)
H (15.893, 13.442, 28.520)
H (15.851, 14.370, 14.843)
H (20.912, 19.247, 15.738)
H (14.576, 15.326, 18.355)
H (16.802, 16.375, 18.862)
H (12.560, 16.160, 19.170)
H (20.662, 14.458, 29.165)
H (23.744, 16.351, 17.528)
H (12.642, 20.290, 22.876)
H (20.099, 19.162, 20.875)
H (24.766, 15.512, 20.421)
H (23.345, 13.599, 16.139)
H (25.386, 12.217, 19.163)
H (23.806, 16.828, 23.737)
H (16.110, 18.214, 19.972)
H (22.320, 12.287, 16.759)
H (14.894, 13.670, 21.858)
H (16.052, 14.295, 30.832)
H (21.888, 19.802, 20.793)
H (18.687, 13.270, 32.707)
H (15.974, 16.210, 23.099)
H (15.708, 19.918, 14.647)
H (16.421, 18.409, 13.925)
H (21.359, 16.293, 17.733)
H (19.081, 16.686, 30.399)
H (18.159, 14.791, 32.071)
H (24.061, 18.237, 21.337)
H (14.383, 13.681, 18.718)
H (23.404, 12.624, 21.026)
H (20.310, 16.907, 24.295)
H (12.174, 21.238, 27.945)
H (13.758, 20.119, 18.086)
H (18.430, 17.420, 15.710)
H (17.725, 19.452, 18.718)
H (11.979, 18.386, 25.000)
H (20.243, 15.168, 17.054)
H (21.246, 12.679, 31.472)
H (20.210, 21.597, 15.211)
H (17.058, 21.789, 15.198)
H (12.763, 12.811, 12.906)
H (13.456, 13.022, 20.935)
H (16.216, 18.364, 21.828)
H (22.661, 16.290, 20.472)
H (16.332, 14.718, 22.342)
H (18.718, 19.696, 12.742)
H (15.726, 18.737, 16.654)
H (11.565, 20.422, 26.535)
H (16.098, 18.480, 26.213)
H (18.201, 14.642, 16.842)
H (21.343, 17.564, 20.232)
H (18.801, 18.022, 18.548)